Below is a cluster of 6 separate species, C6H26N2O5 in total, with properties calculated with ωB97M-V/def2-TZVPD.

```
39
Properties=species:S:1:pos:R:3:forces:R:3
H -3.185 0.219 -0.151 0.0 0.1 0.0
H -0.810 -2.246 2.006 -0.3 0.3 0.1
H -2.168 -2.377 -1.089 -0.2 0.2 -0.1
H 0.523 0.814 2.269 0.0 0.0 0.1
H 2.768 1.732 2.879 0.0 0.0 0.0
H -1.491 2.933 1.888 0.0 -0.1 0.0
H 3.245 1.761 1.196 0.0 0.0 -0.1
H 0.804 -3.858 1.428 0.0 0.1 0.0
H 0.125 2.653 -1.996 0.0 0.0 0.0
H -0.311 -0.884 0.369 -0.1 0.0 -0.1
H 0.687 -3.057 0.109 0.0 0.1 0.3
H -1.332 1.244 -1.388 0.0 0.1 -0.1
H -1.488 -0.853 2.104 0.1 -0.2 0.0
H -3.220 -0.180 -1.857 0.0 0.0 0.0
H -0.801 -0.319 -1.982 0.1 0.1 0.0
O -1.533 2.739 0.948 -0.1 0.0 -0.1
H -1.493 1.771 0.872 0.1 0.0 0.2
H 1.481 0.386 -1.881 0.0 0.0 0.0
H 0.043 -2.128 -1.926 0.1 -0.2 0.1
O 0.434 2.486 -2.894 0.1 0.2 0.0
C 0.808 0.802 0.141 0.1 -0.5 0.5
H -2.620 -1.924 0.416 0.0 0.1 -0.1
C 2.384 1.815 1.861 0.1 0.0 0.2
O -1.613 -1.786 2.329 0.2 -0.1 0.0
H 1.821 -0.254 1.722 -0.1 -0.1 0.1
H 1.976 -0.817 -0.670 0.0 0.0 0.1
C -1.258 0.190 -1.119 -0.1 -0.3 0.5
N -0.483 0.086 0.119 0.0 0.4 -0.2
N -2.795 -1.761 -0.573 0.2 -0.3 0.2
C -2.675 -0.356 -0.926 0.1 -0.1 -0.3
O 0.609 -2.879 -1.686 0.2 0.3 -0.3
H 0.885 3.303 -3.136 0.0 -0.1 -0.1
H 1.949 2.810 1.762 -0.1 0.0 -0.1
C 1.818 0.248 -0.853 0.0 0.0 -0.4
H 0.602 1.852 -0.064 -0.1 0.1 -0.1
H 2.786 0.745 -0.789 0.0 0.1 0.1
C 1.358 0.725 1.574 0.2 0.2 -0.3
H 1.462 -2.674 -2.103 -0.3 -0.1 0.2
O 0.706 -2.962 1.086 0.0 -0.2 -0.2
```
Forces are in eV/Å.

Computed properties:
Maximum force in eV/Å: 0.7
LUMO energy in eV: 0.31
Structure (SMILES): CC[C@@H](C)NCCN.O.O.O.O.O
Spin multiplicity: 1
HOMO energy in eV: -8.96
ΔE to the lowest compared entry with this formula, charge and spin in eV: 0.333
Molecular weight in g/mol: 206.3
HOMO-LUMO gap in eV: 9.270

Atom charges from the natural (NBO) analysis, given in e for atoms 1 to 6: 0.196, 0.494, 0.338, 0.203, 0.213, 0.471

---

Below is a structure of composition C30H35N3O6S3Ti, with properties calculated with ωB97M-V/def2-TZVPD.

```
78
Properties=species:S:1:pos:R:3:forces:R:3
C -4.714 -0.808 -0.817 0.0 -0.1 -0.1
H 1.753 2.990 2.414 0.0 0.0 0.0
C -4.400 -1.626 -1.912 0.0 0.1 0.1
H -0.506 -0.468 4.550 0.0 0.0 0.0
C 2.451 1.409 -0.577 0.0 0.0 0.0
C 1.578 2.237 1.643 0.1 0.1 -0.1
C 3.764 2.927 -1.916 0.0 0.0 0.0
H -3.214 1.765 -2.303 0.0 0.0 0.0
H 1.197 -3.656 -1.337 0.0 0.0 0.0
H -0.645 1.715 3.359 0.0 0.0 0.0
H 3.295 -2.331 1.186 0.0 0.0 0.0
N 0.796 1.265 1.920 -0.1 0.0 0.1
O -2.455 2.293 0.127 0.0 0.0 0.0
C -1.774 3.439 -4.896 0.0 0.0 0.0
H 3.422 -0.058 1.559 0.0 0.0 0.0
C 2.357 -2.565 1.695 0.0 0.0 0.0
H -3.971 0.193 0.940 0.0 0.0 0.0
C 2.313 2.418 0.402 -0.1 0.0 0.1
H 3.283 0.905 -2.471 0.0 0.0 0.0
H 2.282 -2.319 -0.900 0.0 0.0 0.0
H -5.172 -1.923 -2.608 0.0 0.0 0.0
O -0.315 -5.045 3.110 0.1 -0.2 0.0
H 0.404 -2.391 3.249 0.0 0.0 0.0
C -2.103 -1.689 -1.177 0.0 0.2 0.0
C 1.553 -3.469 0.789 0.0 0.0 0.0
H -1.017 -0.632 2.918 0.0 0.0 0.0
C 0.245 1.087 3.276 0.0 -0.1 0.1
C -1.448 2.970 -2.182 0.0 0.0 0.0
H 2.663 0.393 3.102 0.0 0.0 0.0
H 0.974 1.426 4.018 0.0 0.1 -0.1
C -0.148 -0.370 3.525 0.0 0.0 0.0
C -3.112 -2.073 -2.072 0.1 -0.1 -0.1
H 0.995 -6.402 3.791 0.0 0.0 0.0
C 0.925 -1.439 3.322 0.0 -0.1 0.0
H -3.504 2.183 -4.734 0.0 0.0 0.0
H 3.641 -1.056 3.015 0.0 0.0 0.0
S -1.197 2.616 -0.479 0.0 0.0 0.0
H 0.287 4.215 -2.300 0.0 0.0 0.0
H 2.110 -4.405 0.706 0.0 0.0 0.0
H -2.716 4.501 -6.506 0.0 0.0 0.0
C 3.187 1.689 -1.731 0.0 0.0 0.0
O -0.418 3.675 0.107 0.0 0.0 0.0
C 1.387 -2.871 -0.602 0.0 0.0 0.0
N 0.257 -1.953 -0.576 -0.4 0.3 -0.2
C -2.672 2.630 -4.203 0.0 0.0 0.0
C -3.748 -0.433 0.089 0.0 0.0 0.0
N 1.754 -1.256 2.095 -0.2 0.0 -0.1
H -2.327 2.826 -6.884 0.0 0.0 0.0
C -0.538 3.776 -2.847 0.0 0.0 0.0
O 1.937 0.190 -0.419 0.1 0.1 0.1
H -2.860 -2.741 -2.888 0.0 0.0 0.0
H 0.888 -4.929 4.809 0.0 0.0 0.0
H -0.699 -3.119 -1.943 0.0 0.0 0.0
H -1.045 4.043 -6.831 0.0 0.0 0.0
C 2.925 3.661 0.196 0.0 0.0 0.0
C 2.935 -0.434 2.456 0.0 0.0 0.0
C 0.328 -5.658 4.223 0.0 0.0 0.0
C 3.638 3.928 -0.950 0.0 0.0 0.0
C -0.788 -2.269 -1.263 0.1 -0.3 0.1
Ti 0.287 -0.116 0.475 0.3 -0.3 0.0
C -2.433 -0.849 -0.107 -0.1 -0.1 0.2
H 2.806 4.427 0.954 0.0 0.0 0.0
H -0.002 4.635 -4.731 0.0 0.0 0.0
H 2.617 -3.092 2.621 0.0 0.0 0.0
H -5.734 -0.474 -0.675 0.0 0.0 0.0
O -0.311 1.357 -0.602 0.0 0.0 0.0
C -1.256 -4.089 3.327 -0.1 0.2 0.2
H 4.093 4.897 -1.099 0.0 0.0 0.0
H -0.401 -6.132 4.880 0.0 0.0 0.0
S -1.961 -3.521 1.900 0.0 0.0 0.0
H 4.324 3.122 -2.822 0.0 0.0 0.0
H 0.572 -3.720 1.204 0.0 0.0 0.0
O -1.475 -0.501 0.747 0.2 0.2 -0.1
C -0.708 4.006 -4.202 0.0 0.0 0.0
C -1.972 3.714 -6.362 0.0 0.0 0.0
H 1.599 -1.503 4.184 0.0 0.0 0.0
C -2.517 2.391 -2.848 0.0 0.0 0.0
S -1.548 -3.529 4.887 0.0 -0.1 -0.2
```
Forces are in eV/Å.

Computed properties:
Maximum force in eV/Å: 0.6
LUMO energy in eV: -1.23
Spin multiplicity: 1
HOMO energy in eV: -6.32
ΔE to the lowest compared entry with this formula, charge and spin in eV: 0.895
Molecular weight in g/mol: 677.7
HOMO-LUMO gap in eV: 5.090

Atom charges from the Löwdin analysis, given in e for atoms 1 to 6: -0.045, 0.156, -0.073, 0.118, -0.316, -0.074

---

Please write out number 1 again, unchanged.
Below is a cluster of 6 separate species, C6H26N2O5 in total, with properties calculated with ωB97M-V/def2-TZVPD.

```
39
Properties=species:S:1:pos:R:3:forces:R:3
H -3.185 0.219 -0.151 0.0 0.1 0.0
H -0.810 -2.246 2.006 -0.3 0.3 0.1
H -2.168 -2.377 -1.089 -0.2 0.2 -0.1
H 0.523 0.814 2.269 0.0 0.0 0.1
H 2.768 1.732 2.879 0.0 0.0 0.0
H -1.491 2.933 1.888 0.0 -0.1 0.0
H 3.245 1.761 1.196 0.0 0.0 -0.1
H 0.804 -3.858 1.428 0.0 0.1 0.0
H 0.125 2.653 -1.996 0.0 0.0 0.0
H -0.311 -0.884 0.369 -0.1 0.0 -0.1
H 0.687 -3.057 0.109 0.0 0.1 0.3
H -1.332 1.244 -1.388 0.0 0.1 -0.1
H -1.488 -0.853 2.104 0.1 -0.2 0.0
H -3.220 -0.180 -1.857 0.0 0.0 0.0
H -0.801 -0.319 -1.982 0.1 0.1 0.0
O -1.533 2.739 0.948 -0.1 0.0 -0.1
H -1.493 1.771 0.872 0.1 0.0 0.2
H 1.481 0.386 -1.881 0.0 0.0 0.0
H 0.043 -2.128 -1.926 0.1 -0.2 0.1
O 0.434 2.486 -2.894 0.1 0.2 0.0
C 0.808 0.802 0.141 0.1 -0.5 0.5
H -2.620 -1.924 0.416 0.0 0.1 -0.1
C 2.384 1.815 1.861 0.1 0.0 0.2
O -1.613 -1.786 2.329 0.2 -0.1 0.0
H 1.821 -0.254 1.722 -0.1 -0.1 0.1
H 1.976 -0.817 -0.670 0.0 0.0 0.1
C -1.258 0.190 -1.119 -0.1 -0.3 0.5
N -0.483 0.086 0.119 0.0 0.4 -0.2
N -2.795 -1.761 -0.573 0.2 -0.3 0.2
C -2.675 -0.356 -0.926 0.1 -0.1 -0.3
O 0.609 -2.879 -1.686 0.2 0.3 -0.3
H 0.885 3.303 -3.136 0.0 -0.1 -0.1
H 1.949 2.810 1.762 -0.1 0.0 -0.1
C 1.818 0.248 -0.853 0.0 0.0 -0.4
H 0.602 1.852 -0.064 -0.1 0.1 -0.1
H 2.786 0.745 -0.789 0.0 0.1 0.1
C 1.358 0.725 1.574 0.2 0.2 -0.3
H 1.462 -2.674 -2.103 -0.3 -0.1 0.2
O 0.706 -2.962 1.086 0.0 -0.2 -0.2
```
Forces are in eV/Å.

Computed properties:
Maximum force in eV/Å: 0.7
LUMO energy in eV: 0.31
Structure (SMILES): CC[C@@H](C)NCCN.O.O.O.O.O
Spin multiplicity: 1
HOMO energy in eV: -8.96
ΔE to the lowest compared entry with this formula, charge and spin in eV: 0.333
Molecular weight in g/mol: 206.3
HOMO-LUMO gap in eV: 9.270

Atom charges from the natural (NBO) analysis, given in e for atoms 1 to 6: 0.196, 0.494, 0.338, 0.203, 0.213, 0.471